1.
A cluster of 8 separate species, C36H71F4NO18PS7 in total, computed with ωB97M-V with the def2-TZVPD basis set.

Computed properties:
LUMO level = -0.0782 Ha
charge = +1

Element x y z (Å)
O  3.71994  -0.45579  -0.46616
C  2.82058  -0.83519  0.56508
C  1.41795  -0.88123  -0.04213
N  0.40452  -1.55126  0.83608
C  0.72381  -2.99034  1.18308
C  -0.45344  -3.73577  1.83922
O  -1.73321  -3.38932  1.32761
C  -1.88552  -1.99493  1.41896
C  -3.34772  -1.54797  1.44826
F  -3.83196  -1.92272  2.65887
F  -3.36530  -0.20043  1.40158
C  -4.32414  -2.10712  0.39784
F  -4.40580  -3.42930  0.53994
F  -5.53443  -1.57663  0.66549
C  -1.00290  -1.37377  0.32363
P  -1.42869  -2.23375  -1.32412
O  -1.62633  -0.85905  -2.18471
O  0.05101  -2.76478  -1.77444
H  3.34593  0.26550  -0.99193
H  3.16206  -1.81718  0.90145
H  2.86697  -0.11302  1.38762
H  1.45373  -1.34834  -1.02328
H  1.06709  0.14735  -0.16500
H  0.44213  -1.05147  1.73041
H  1.14713  -3.49383  0.31718
H  1.52029  -2.93781  1.93046
H  -0.31528  -4.80079  1.63650
H  -0.43082  -3.61606  2.93029
H  -1.47438  -1.67510  2.39300
H  -4.06613  -1.83981  -0.62896
H  -1.19918  -0.30732  0.18350
H  -0.78335  -0.37219  -2.16937
H  -0.06196  -3.61422  -2.22878
C  0.26877  4.78017  -2.84754
C  -1.09855  4.09601  -2.83746
C  -0.85142  2.59417  -2.64202
S  0.68438  2.46552  -1.72139
O  1.67220  1.79983  -2.54284
O  0.41254  1.94679  -0.38953
C  1.03832  4.21198  -1.65810
H  0.17054  5.86035  -2.77812
H  0.79293  4.54416  -3.77697
H  -1.69678  4.48475  -2.01496
H  -1.64244  4.28105  -3.75725
H  -1.64417  2.10885  -2.07541
H  -0.70494  2.08173  -3.59276
H  2.11543  4.35559  -1.71121
H  0.65272  4.59134  -0.71175
C  -5.02231  8.27476  -3.71714
C  -5.54724  8.00590  -2.29983
C  -4.42124  7.31657  -1.51862
S  -2.88284  7.89071  -2.25457
O  -2.21310  6.76543  -2.86773
O  -2.17459  8.73202  -1.32594
C  -3.63374  8.88041  -3.54065
H  -5.67763  8.94351  -4.27214
H  -4.95040  7.33725  -4.27262
H  -5.80381  8.95145  -1.81918
H  -6.44534  7.39076  -2.31191
H  -4.41439  7.57942  -0.46388
H  -4.45158  6.23424  -1.63105
H  -3.01189  8.83312  -4.43150
H  -3.68496  9.90430  -3.17152
C  -3.92774  -6.06569  4.52369
C  -3.87428  -5.92201  6.04946
C  -2.40594  -6.05999  6.47118
S  -1.42790  -5.48967  5.07632
O  -0.66806  -6.59473  4.54710
O  -0.77337  -4.23748  5.38119
C  -2.81438  -5.17829  3.97954
H  -4.89819  -5.77379  4.12480
H  -3.74423  -7.10548  4.24212
H  -4.25162  -4.93904  6.33576
H  -4.49460  -6.66517  6.54699
H  -2.15774  -5.45035  7.33637
H  -2.12821  -7.09553  6.65725
H  -2.52729  -5.41312  2.95723
H  -3.07039  -4.12185  4.06409
C  0.58755  1.42427  -8.07036
C  1.64043  2.43427  -7.59302
C  0.97578  3.81663  -7.58255
S  -0.77655  3.52589  -7.30019
O  -1.51460  3.93661  -8.46378
O  -1.14653  4.01114  -5.99063
C  -0.67921  1.73741  -7.28103
H  0.91037  0.39673  -7.91103
H  0.40065  1.55616  -9.13781
H  1.96696  2.17265  -6.58406
H  2.52106  2.43175  -8.23280
H  1.35000  4.45988  -6.79006
H  1.06635  4.32217  -8.54185
H  -1.58872  1.33124  -7.71736
H  -0.58816  1.42439  -6.24062
C  8.78011  -0.42096  2.14092
C  8.17525  -0.41510  0.73166
C  6.83190  -1.15169  0.80321
S  6.23152  -0.91899  2.47948
O  6.17524  -2.19843  3.14181
O  5.06883  -0.05612  2.46269
C  7.65002  -0.00914  3.07882
H  9.62718  0.25898  2.21699
H  9.12706  -1.42421  2.39786
H  8.01507  0.61288  0.40928
H  8.83838  -0.88274  0.00659
H  6.09264  -0.75017  0.11403
H  6.94371  -2.22320  0.64567
H  7.82002  -0.26496  4.12213
H  7.41740  1.05136  2.98483
C  -7.58646  -8.13263  3.27442
C  -7.42245  -9.54822  3.84555
C  -7.64250  -9.45997  5.36096
S  -8.74836  -8.06391  5.62466
O  -8.03219  -7.04290  6.34955
O  -10.02741  -8.53881  6.07695
C  -8.85588  -7.57098  3.90581
H  -7.65150  -8.14018  2.18736
H  -6.72871  -7.51685  3.55608
H  -8.17038  -10.20719  3.40139
H  -6.44279  -9.96615  3.61799
H  -8.11123  -10.35087  5.77026
H  -6.71920  -9.24706  5.89633
H  -8.93637  -6.48795  3.85238
H  -9.74896  -8.03529  3.48895
C  8.13593  5.33859  1.10775
C  8.41353  5.87860  -0.30180
C  9.28291  4.84338  -1.02708
S  8.87440  3.25254  -0.29705
O  10.03353  2.73954  0.38930
O  8.16582  2.43853  -1.25401
C  7.72344  3.88133  0.92352
H  7.36019  5.90900  1.61587
H  9.04365  5.39320  1.71204
H  7.47005  6.00748  -0.83571
H  8.90771  6.84799  -0.27201
H  9.08033  4.79311  -2.09369
H  10.34503  5.01087  -0.85977
H  7.80317  3.28295  1.82835
H  6.72192  3.79680  0.50216

2.
A cluster of 7 separate species, C36H71F9O18 in total at a distorted geometry, computed with ωB97M-V with the def2-TZVPD basis set.

Computed properties:
energy above the lowest of the compared OMol25 structures with the same formula, charge and spin = 566.11 kJ/mol
LUMO level = 0.0055 Ha
charge = 0
SMILES = CCOC(=O)C(F)(F)F.CCOC(=O)C(F)(F)F.CCOC(=O)C(F)(F)F.COCCOCCOC.COCCOCCOC.COCCOCCOC.COCCOCCOC

Element x y z (Å)
C  6.40696  7.10827  -2.90219
O  5.40082  7.01062  -3.94494
C  4.41165  6.00761  -3.77791
C  4.85836  4.50439  -3.90666
O  5.68384  4.22694  -2.72242
C  5.94157  2.76777  -2.61476
C  7.12611  2.48511  -1.62535
O  7.24936  1.16786  -1.26238
C  6.53201  0.75416  -0.13979
H  7.10619  6.27852  -3.00561
H  5.96897  6.82150  -1.94615
H  6.92250  8.04974  -2.71257
H  3.66096  6.32879  -4.50000
H  3.77398  6.16655  -2.90830
H  5.43809  4.41803  -4.82566
H  3.93169  3.94750  -3.76788
H  6.30584  2.38229  -3.56702
H  4.95374  2.35458  -2.41085
H  7.01824  2.99947  -0.67041
H  8.06791  2.72940  -2.11672
H  6.89021  1.20111  0.78759
H  6.88667  -0.26614  0.00613
H  5.44420  0.68509  -0.14086
C  2.72781  3.58725  3.56925
O  2.02693  4.78730  3.07547
C  1.93102  4.78635  1.66742
C  1.63519  6.31099  1.26896
O  0.91045  6.99851  2.29954
C  0.26271  8.19352  1.78912
C  1.24149  9.29873  1.32169
O  2.39174  9.36663  2.20872
C  3.42871  10.18488  1.58466
H  2.03231  2.79098  3.30404
H  2.84073  3.69993  4.64751
H  3.74524  3.34680  3.26085
H  1.35461  4.06410  1.08932
H  2.92617  4.74615  1.22451
H  0.97747  6.26809  0.40082
H  2.56449  6.81289  0.99955
H  -0.35581  8.56165  2.60766
H  -0.34098  7.93249  0.91991
H  0.66194  10.22124  1.35605
H  1.49792  8.97670  0.31242
H  2.98771  11.16266  1.39086
H  3.88858  9.84325  0.65736
H  4.34215  10.28943  2.17016
C  -4.63918  -1.27234  3.88049
O  -4.88854  -2.07760  2.80513
C  -4.01051  -1.97382  1.70494
C  -4.53286  -2.72871  0.49940
O  -4.33670  -4.10036  0.87159
C  -4.47399  -4.93706  -0.25019
C  -5.96049  -5.28332  -0.66069
O  -6.53454  -4.27966  -1.52138
C  -7.77248  -4.75808  -2.05560
H  -3.59449  -1.19859  4.18259
H  -5.29271  -1.44875  4.73482
H  -4.80422  -0.23961  3.57335
H  -3.00387  -2.19891  2.05725
H  -3.77630  -0.91997  1.55450
H  -3.92170  -2.36355  -0.32597
H  -5.58866  -2.61696  0.25262
H  -4.02970  -5.88240  0.06131
H  -3.78761  -4.60747  -1.03015
H  -6.55318  -5.38368  0.24857
H  -5.83276  -6.26084  -1.12570
H  -8.48379  -4.87919  -1.23861
H  -7.61604  -5.59257  -2.73915
H  -8.13387  -3.90840  -2.63486
C  -1.48771  5.35827  -4.67852
O  -1.64788  6.64172  -4.22027
C  -2.24863  7.56930  -5.16478
C  -2.57635  8.81926  -4.40546
O  -1.47692  9.62551  -4.00189
C  -0.97973  10.42597  -5.10055
C  -0.05135  11.56393  -4.58850
O  -0.81378  12.36530  -3.68533
C  -0.03362  13.46159  -3.13554
H  -0.70967  4.90693  -4.06283
H  -1.24943  5.39879  -5.74139
H  -2.40682  4.77896  -4.59057
H  -3.23174  7.23891  -5.50011
H  -1.53208  7.82642  -5.94486
H  -3.12877  8.66376  -3.47877
H  -3.32497  9.46569  -4.86350
H  -1.74774  10.92725  -5.68960
H  -0.44210  9.85468  -5.85730
H  0.41940  12.19410  -5.34306
H  0.86072  11.09254  -4.22242
H  -0.47429  13.98126  -2.28475
H  0.13296  14.21318  -3.90721
H  0.99232  13.20452  -2.87199
C  0.11155  -10.99283  -2.34010
C  -0.86432  -12.14318  -2.77814
O  -2.09004  -11.97602  -2.04363
C  -2.31412  -12.57105  -0.82367
O  -1.47323  -13.16555  -0.16584
C  -3.76340  -12.22039  -0.25794
F  -4.54297  -11.64429  -1.07132
F  -4.28873  -13.38308  0.34002
F  -3.51512  -11.33830  0.66523
H  -0.19409  -10.01755  -2.71893
H  1.06132  -11.17485  -2.84298
H  0.23278  -10.89576  -1.26122
H  -0.42025  -13.13858  -2.78741
H  -1.20046  -12.08177  -3.81320
C  2.11918  -5.99858  1.86737
C  1.42960  -4.67614  1.45641
O  1.83537  -4.48887  0.13617
C  1.82309  -3.27576  -0.51563
O  1.57039  -2.18716  0.03530
C  2.15170  -3.33023  -2.00171
F  1.54834  -2.29958  -2.55324
F  3.45089  -3.14204  -2.18726
F  1.70968  -4.48636  -2.49228
H  3.04598  -6.09662  1.30210
H  1.49568  -6.84234  1.57174
H  2.32275  -6.02074  2.93796
H  1.57041  -3.88210  2.18974
H  0.37533  -4.95288  1.44993
C  -1.71551  -11.95099  6.63207
C  -1.54016  -12.62314  8.03103
O  -2.04364  -11.72952  9.09012
C  -3.42382  -11.75407  9.39848
O  -4.21509  -12.46442  8.77899
C  -3.77595  -10.78681  10.64786
F  -4.90142  -10.08293  10.27949
F  -4.02821  -11.43014  11.76013
F  -2.78072  -9.90255  10.86820
H  -1.32940  -12.63578  5.87704
H  -1.08895  -11.05907  6.62910
H  -2.76151  -11.70307  6.45174
H  -0.49199  -12.88453  8.17635
H  -2.02284  -13.59581  8.12618